No. 1
Molecular formula: CH2INO7
Method: DFT, wB97M-V/def2-TZVPD

Structure (XYZ):
```
12
Properties=species:S:1:pos:R:3:nbo_charge:R:1
C -1.87358 -0.46940 -1.67432 0.4710
N -2.45321 0.35385 -2.40926 -0.6670
O 1.87141 2.39622 -0.80174 -0.4800
O -1.57148 -0.58306 -0.34082 -0.2715
O 0.89415 2.93739 -1.73796 0.0031
O -1.75276 0.57429 0.43559 0.0072
O -0.24921 2.19068 -1.78676 0.0054
O -0.72624 1.52891 0.31833 0.0074
O -1.08544 2.47519 -0.66542 0.0005
I -1.13144 -2.40779 -2.32542 0.0511
H -2.54668 0.16983 -3.36289 0.3908
H 2.78837 2.17449 -1.16817 0.4820
```

Properties
Molar mass = 266.931 u
HOMO = -10.01 eV
Relative energy (zero: lowest compared OMol25 entry of this formula, charge and spin) = 0.870 eV
Frontier orbital gap = 9.97 eV
F_max = 3.88 eV/Å



No. 2
Molecular formula: CH2INS
Method: DFT, wB97M-V/def2-TZVPD

Structure (XYZ):
```
6
Properties=species:S:1:pos:R:3:nbo_charge:R:1
C -0.44937 -1.59312 0.03610 0.0721
N -1.24496 -0.81781 0.18435 -0.3603
S 0.36680 1.37112 -0.07774 -0.2817
I 1.44526 -2.58671 0.05115 0.2777
H 0.15344 2.46040 0.78575 0.1952
H -0.27117 1.16612 -0.97960 0.0970
```

Properties
Molar mass = 187.005 u
HOMO = -9.16 eV
Relative energy (zero: lowest compared OMol25 entry of this formula, charge and spin) = 2.739 eV
Frontier orbital gap = 8.19 eV
F_max = 12.99 eV/Å



No. 3
Molecular formula: CH2N2O
Method: DFT, wB97M-V/def2-TZVPD

Structure (XYZ):
```
6
Properties=species:S:1:pos:R:3:nbo_charge:R:1
C -0.84517 -0.16844 0.22659 0.2714
N -0.27037 0.97897 0.09679 -0.3137
N 1.02014 0.27750 0.11099 -0.1878
O 0.27742 -0.98144 0.08808 -0.3585
H -1.94435 -0.45423 0.20391 0.2158
H 1.76233 0.34764 -0.72635 0.3729
```

Properties
Molar mass = 58.040 u
HOMO = -10.20 eV
Relative energy (zero: lowest compared OMol25 entry of this formula, charge and spin) = 4.122 eV
Frontier orbital gap = 11.20 eV
F_max = 3.37 eV/Å



No. 4
Molecular formula: CH2N2O
Method: DFT, wB97M-V/def2-TZVPD

Structure (XYZ):
```
6
Properties=species:S:1:pos:R:3:nbo_charge:R:1
C 0.56773 0.38609 0.42284 -0.1116
N 1.17820 0.54293 -0.65371 -0.3441
N 2.97067 0.28635 -0.45954 0.3372
O 3.23549 -0.44193 0.40089 -0.2065
H -0.42628 0.48083 0.50924 0.1767
H 0.92219 0.02574 1.43256 0.1483
```

Properties
Molar mass = 58.040 u
HOMO = -9.09 eV
Relative energy (zero: lowest compared OMol25 entry of this formula, charge and spin) = 4.234 eV
Frontier orbital gap = 8.54 eV
F_max = 3.99 eV/Å